(1)
A 2-piece molecular cluster, C2H4ClN2 overall. Source: OMol25; level of theory: ωB97M-V with the def2-TZVPD basis set.

Output
total charge = +1
LUMO (spin up / spin down) = -5.560 / -5.816 eV
HOMO (spin up / spin down) = -13.3 / -12.2 eV
energy relative to the best compared isomer or geometry (same formula, charge and spin) = 112.8 kcal/mol

Atoms and positions in Å:
C (-1.3276, -0.3183, -0.0568)
C (-0.0515, -0.9458, 0.2406)
N (-1.1791, 2.1321, -0.3656)
N (-1.3638, 3.1402, 0.1291)
Cl (-2.8032, -0.8649, 0.0577)
H (0.5992, -1.0235, -0.6791)
H (0.5933, -0.2977, 1.0007)
H (-0.1173, -2.0097, 0.6449)
H (-1.5492, 3.8073, 0.8559)



(2)
C24H45BF4P2Tl as an isolated structure. Source: OMol25; level of theory: ωB97M-V with the def2-TZVPD basis set.

Output
total charge = +1
LUMO = -6.009 eV
HOMO = -9.7 eV

Atoms and positions in Å:
Tl (1.6203, 0.7017, -0.4845)
C (0.5182, -3.1282, -0.7117)
C (1.7044, -2.5448, -0.1836)
C (0.2543, -2.9280, 1.5623)
C (-0.3432, -3.4252, 0.3716)
C (1.5212, -2.3737, 1.2161)
C (0.2470, -3.3999, -2.1370)
H (0.7453, -2.6817, -2.7953)
H (-0.8250, -3.3447, -2.3581)
H (0.5946, -4.4010, -2.4245)
C (-1.6038, -4.1875, 0.3178)
H (-1.8112, -4.5386, -0.6965)
H (-2.4499, -3.5599, 0.6221)
H (-1.5749, -5.0432, 1.0116)
C (-0.3159, -3.0591, 2.9135)
H (-0.2388, -4.0920, 3.2990)
H (-1.3727, -2.7616, 2.9203)
H (0.1833, -2.3889, 3.6152)
C (2.4756, -1.7299, 2.1484)
H (3.2616, -2.4395, 2.4461)
H (1.9812, -1.3869, 3.0635)
H (2.9771, -0.8579, 1.7046)
C (2.9065, -2.1865, -0.9838)
H (3.3758, -3.1018, -1.3864)
H (3.6693, -1.6712, -0.3879)
H (2.6820, -1.5514, -1.8600)
C (0.9555, 2.5439, -2.0344)
C (1.6785, 1.5484, -2.6956)
C (3.1536, 1.6790, -3.0409)
C (4.2261, 1.5617, -1.8994)
C (3.7854, 1.6355, -0.4623)
C (3.0357, 2.6733, 0.1033)
C (2.6815, 3.9258, -0.6317)
C (1.5456, 3.8835, -1.6966)
H (3.3155, 2.6354, -3.5729)
H (4.9522, 2.3809, -2.0607)
H (3.3683, 0.8577, -3.7462)
H (1.9426, 4.3490, -2.6284)
H (-0.1410, 2.5400, -2.0587)
H (1.1385, 0.9265, -3.4033)
H (0.7213, 4.5257, -1.3261)
H (2.3748, 4.6568, 0.1438)
H (2.9879, 2.7451, 1.1831)
H (3.6008, 4.3002, -1.1239)
H (4.7466, 0.5926, -2.0199)
H (4.3890, 1.0580, 0.2174)
P (-2.7926, -0.2541, -1.9012)
C (-3.9031, -1.7001, -2.0839)
H (-4.7350, -1.4720, -2.7640)
H (-4.2581, -1.9687, -1.0710)
H (-3.3064, -2.5381, -2.4763)
C (-3.9081, 1.1029, -1.3800)
H (-4.7504, 1.1960, -2.0750)
H (-3.3233, 2.0326, -1.3670)
H (-4.2550, 0.8947, -0.3591)
C (-2.4571, 0.2279, -3.6385)
H (-1.8474, 1.1377, -3.6411)
H (-3.3902, 0.3999, -4.1787)
H (-1.8812, -0.5667, -4.1218)
P (-0.9318, 1.6238, 2.7063)
C (0.5533, 1.6312, 3.8035)
H (0.5998, 2.5673, 4.3749)
H (1.4592, 1.5400, 3.1855)
H (0.5159, 0.7776, 4.4913)
C (-1.0199, 3.4367, 2.3947)
H (-0.0961, 3.7743, 1.9126)
H (-1.1722, 3.9710, 3.3365)
H (-1.8512, 3.6304, 1.7125)
C (-2.2748, 1.3921, 3.9149)
H (-2.2036, 2.1279, 4.7300)
H (-2.2155, 0.3611, 4.2892)
H (-3.2293, 1.4624, 3.3745)
F (-2.3521, -0.7565, 1.2020)
B (-3.6094, -1.1416, 1.7773)
F (-4.4469, -0.0022, 1.8032)
F (-4.1691, -2.1693, 0.9364)
F (-3.3886, -1.6559, 3.0634)



(3)
C45H51BBrN11S4W as an isolated structure. Source: OMol25; level of theory: ωB97M-V with the def2-TZVPD basis set.

Output
total charge = +4
LUMO (spin up / spin down) = -13.197 / -13.731 eV
HOMO (spin up / spin down) = -18.4 / -18.3 eV
energy relative to the best compared isomer or geometry (same formula, charge and spin) = 46.0 kcal/mol

Atoms and positions in Å:
W (-1.7090, -0.9461, -0.8937)
C (-1.8415, 3.7116, 1.7991)
C (-0.8891, 2.5553, 1.8638)
C (-0.0646, 2.3256, 2.9314)
C (0.7965, 1.1976, 2.9760)
N (0.8933, 0.3905, 1.9396)
N (0.1423, 0.6549, 0.8700)
B (0.3860, -0.0758, -0.4971)
N (1.5572, -1.1471, -0.4815)
N (2.7429, -0.7559, 0.0052)
C (3.7860, -1.5397, -0.1814)
C (3.6615, -2.7654, -0.8783)
C (2.4661, -3.1603, -1.3990)
C (2.2853, -4.4308, -2.1785)
C (1.3931, -2.2760, -1.1741)
S (-0.1744, -2.7181, -1.7481)
C (5.1376, -1.1450, 0.3764)
C (5.1404, 0.3128, 0.8367)
C (6.2182, -1.3258, -0.7096)
C (5.4395, -2.0870, 1.5581)
N (0.8511, 0.9992, -1.5317)
N (1.7401, 1.8793, -1.0665)
C (2.2442, 2.7523, -1.9081)
C (1.8951, 2.7025, -3.2834)
C (0.9462, 1.8327, -3.7431)
C (0.4768, 1.7877, -5.1668)
C (0.3923, 0.9796, -2.7670)
S (-0.9583, -0.0432, -3.1307)
C (3.1753, 3.8266, -1.3803)
C (3.3916, 3.6830, 0.1273)
C (2.5083, 5.1886, -1.6666)
C (4.5220, 3.7383, -2.1159)
C (-0.7878, 1.6208, 0.8191)
S (-1.8310, 1.6025, -0.5620)
C (1.6592, 0.9471, 4.1983)
C (2.1778, -0.4950, 4.2360)
C (2.8357, 1.9475, 4.1152)
C (0.8456, 1.2244, 5.4754)
H (-2.0722, 4.0841, 2.7955)
H (-2.7706, 3.4439, 1.2938)
H (-1.3946, 4.5356, 1.2348)
H (-0.0983, 2.9983, 3.7815)
H (4.5337, -3.3935, -1.0110)
H (3.1848, -5.0410, -2.1429)
H (2.0661, -4.2108, -3.2270)
H (1.4515, -5.0211, -1.7904)
H (5.0389, 0.9793, -0.0229)
H (6.0874, 0.5369, 1.3271)
H (4.3279, 0.5189, 1.5328)
H (5.9768, -0.7597, -1.6137)
H (6.3839, -2.3705, -0.9812)
H (7.1637, -0.9476, -0.3223)
H (4.6729, -2.0248, 2.3341)
H (6.3951, -1.8057, 2.0012)
H (5.5181, -3.1294, 1.2354)
H (2.3626, 3.3927, -3.9751)
H (0.9901, 2.5315, -5.7716)
H (-0.5985, 1.9821, -5.2225)
H (0.6548, 0.8042, -5.6106)
H (2.4458, 3.7601, 0.6723)
H (4.0514, 4.4807, 0.4698)
H (3.8499, 2.7237, 0.3758)
H (1.5557, 5.2782, -1.1363)
H (2.3294, 5.3490, -2.7332)
H (3.1662, 5.9867, -1.3209)
H (4.9770, 2.7501, -2.0019)
H (5.2078, 4.4762, -1.6983)
H (4.4281, 3.9543, -3.1833)
H (2.6185, -0.7925, 3.2862)
H (1.3663, -1.1929, 4.4716)
H (2.9324, -0.5861, 5.0171)
H (3.3681, 1.8728, 3.1642)
H (3.5414, 1.7469, 4.9233)
H (2.4852, 2.9779, 4.2290)
H (-0.1080, 0.6854, 5.4759)
H (0.6529, 2.2880, 5.6311)
H (1.4181, 0.8779, 6.3358)
C (-5.4209, -5.2710, -2.0215)
C (-4.3306, -4.7089, -1.1509)
C (-3.8847, -5.3647, -0.0026)
C (-2.8710, -4.8225, 0.7841)
C (-2.3458, -3.6307, 0.3718)
Br (-0.9158, -2.7776, 1.2987)
N (-2.7482, -2.9571, -0.7084)
C (-3.7271, -3.4998, -1.4606)
H (-5.6459, -6.2999, -1.7511)
H (-5.1475, -5.2439, -3.0775)
H (-6.3386, -4.6886, -1.9069)
H (-4.3219, -6.3168, 0.2783)
H (-2.5008, -5.3243, 1.6690)
H (-4.0128, -2.9644, -2.3549)
S (-9.0174, 0.5177, 0.6740)
N (-8.2903, 0.3574, -0.7436)
C (-7.0163, 0.1367, -0.4742)
C (-5.9737, -0.0574, -1.4544)
C (-6.2258, -0.0066, -2.8319)
C (-5.1882, -0.2259, -3.7058)
C (-3.9191, -0.4541, -3.2004)
N (-3.6413, -0.4747, -1.8854)
C (-4.6760, -0.2981, -0.9990)
C (-4.3815, -0.3288, 0.4213)
N (-3.0876, -0.5425, 0.7980)
C (-2.7674, -0.4220, 2.0929)
C (-3.7062, -0.1747, 3.0804)
C (-5.0279, -0.0409, 2.7272)
C (-5.3749, -0.0972, 1.3721)
C (-6.7258, 0.1150, 0.9082)
N (-7.7805, 0.3216, 1.6737)
H (-7.2346, 0.1975, -3.1754)
H (-5.3366, -0.2167, -4.7786)
H (-3.1145, -0.6382, -3.8901)
H (-1.7280, -0.5143, 2.3630)
H (-3.3803, -0.1035, 4.1111)
H (-5.8065, 0.1309, 3.4625)



(4)
A 2-piece molecular cluster, C2H2NO3 overall. Source: OMol25; level of theory: ωB97M-V with the def2-TZVPD basis set.

Output
total charge = -1
LUMO (spin up / spin down) = 3.612 / 3.610 eV
HOMO (spin up / spin down) = -3.5 / -3.5 eV
energy relative to the best compared isomer or geometry (same formula, charge and spin) = 200.4 kcal/mol

Atoms and positions in Å:
C (-0.0245, -0.0509, -0.1235)
C (1.1047, -0.2476, -2.1457)
N (0.0471, -0.5858, -1.3146)
O (2.7219, 0.7464, -1.0706)
O (-0.7996, -1.4082, -1.8040)
O (1.2821, -0.4229, -3.3100)
H (-0.8416, -0.3274, 0.5179)
H (0.7939, 0.5782, 0.1741)



Number 1: DFT total energy -647.8242 Eh, strongest force on any atom 2.572 eV/Å. Number 2: DFT total energy -2220.7448 Eh, strongest force on any atom 5.838 eV/Å. Number 3: DFT total energy -6605.2022 Eh, strongest force on any atom 1.152 eV/Å. Number 4: DFT total energy -357.6798 Eh, strongest force on any atom 8.010 eV/Å.